# 1
The following is a DFT calculation (ωB97M-V with the def2-TZVPD basis set) of C24H34Br2N4O7P2RuS5SeSi as an isolated structure at a distorted geometry.

Structure (ORCA input):
```
! RIJCOSX wB97M-V def2-TZVPD def2/J DEFGRID3
* xyz -1 2
Ru -0.18702 -0.11007 -0.31402
C 1.86358 2.83383 -0.87453
C 1.88696 2.39796 0.56192
C 2.46481 3.25238 1.52939
C 2.51513 2.88049 2.83877
C 1.94198 1.65788 3.24192
C 1.87694 1.18605 4.57049
Br 2.67212 2.17876 5.99278
C 1.23113 0.01897 4.86625
C 0.62578 -0.72616 3.84907
Br -0.24281 -2.35046 4.27918
C 0.63948 -0.33056 2.51444
O 0.07733 -1.01118 1.57101
C 1.34814 0.87664 2.22740
N 1.37739 1.23680 0.91122
H 2.87293 2.82062 -1.30274
H 1.48516 3.85541 -0.94104
H 1.20066 2.20719 -1.46278
H 2.85569 4.21016 1.20921
H 2.96742 3.52675 3.57747
H 1.18711 -0.33743 5.88579
N -3.54072 1.89974 -0.37859
C -3.31619 2.02760 1.14567
C -4.48310 2.71786 1.82776
P -2.98238 0.28424 1.68814
O -4.52513 -0.26504 1.65007
O -2.43169 0.14096 3.03980
O -2.32186 -0.26379 0.41866
P -1.71535 2.96845 1.20220
O -1.06157 2.69502 2.63882
O -2.04374 4.40257 1.00007
O -0.92247 2.20321 0.18172
H -4.52369 1.84406 -0.62323
H -3.06230 1.01025 -0.62405
H -3.07294 2.63743 -0.90257
H -5.42984 2.24507 1.55208
H -4.50631 3.77931 1.57352
H -4.37870 2.61853 2.90908
H -4.58275 -1.01434 2.26620
H -1.47598 3.22906 3.33120
C 4.91778 0.95438 -0.78985
C 3.90680 -0.10237 -0.48341
C 3.89888 -1.13054 0.43452
C 2.64769 -1.76420 0.31410
N 1.92305 -1.15445 -0.63063
N 2.72267 -0.16006 -1.09883
C 2.19642 -2.97467 1.06241
H 5.91845 0.60090 -0.54373
H 4.72031 1.85140 -0.20000
H 4.89703 1.22547 -1.84754
H 4.69402 -1.40398 1.11342
H 2.38127 0.42748 -1.83922
H 2.93431 -3.23648 1.82025
H 2.08576 -3.81817 0.37863
H 1.23866 -2.79849 1.54570
C -3.99241 -3.11231 0.17477
S -2.76230 -3.32396 1.48488
C -1.45844 -4.07108 0.58394
C -0.80653 -3.62030 -0.50877
S -1.00054 -2.16951 -1.45440
S 0.36139 -4.76403 -1.15962
C 0.21857 -6.01239 0.01321
S 1.10294 -7.40297 -0.00202
S -0.97139 -5.63413 1.19600
H -4.90938 -2.80521 0.67637
H -4.14529 -4.05770 -0.34417
H -3.66271 -2.33427 -0.51065
C 1.10222 -1.37675 -4.25150
Si -0.19282 -0.05535 -4.45523
C -1.73413 -0.73049 -5.26192
C 0.49500 1.32713 -5.51282
Se -0.85611 0.90481 -2.49705
H 1.35476 -1.84302 -5.21351
H 0.73859 -2.15015 -3.57061
H 2.02008 -0.96216 -3.81886
H -1.56488 -1.03108 -6.30554
H -2.52134 0.03025 -5.24052
H -2.08875 -1.60086 -4.69879
H 0.50125 1.04438 -6.57498
H 1.52078 1.57181 -5.21633
H -0.11493 2.22893 -5.39546
*
```

Calculated values
HOMO-LUMO gap (spin up / spin down): 6.50 / 6.89 eV
highest occupied orbital energy (spin up / spin down): -0.1790 / -0.1760 Ha
expectation value of S²: 0.79

Mulliken atomic charge list, values in e, 8 entries: Ru 1.822; C -1.081; C 0.266; C -1.323; C -1.327; C 0.887; C -0.044; Br -0.283

---

# 2
The following is a DFT calculation (ωB97M-V with the def2-TZVPD basis set) of C25H23AuI2NO2P as an isolated structure.

Structure (ORCA input):
```
! RIJCOSX wB97M-V def2-TZVPD def2/J DEFGRID3
* xyz 0 1
Au 1.47601 1.03640 -0.22652
I -2.83625 3.84523 0.85503
C -2.70444 2.18483 -0.40297
C -3.85244 1.44301 -0.68880
C -3.79385 0.32953 -1.48502
I -5.56608 -0.72739 -1.84917
C -2.55401 -0.10551 -2.01208
C -2.38102 -1.27225 -2.78996
C -1.13658 -1.63755 -3.21661
C -0.04053 -0.83841 -2.85699
N -0.16336 0.25839 -2.14966
C -1.38849 0.65078 -1.72300
C -1.43307 1.87921 -0.91949
O -0.39524 2.58053 -0.70724
H -4.79755 1.75554 -0.26411
H -3.24466 -1.87543 -3.03751
H -0.98724 -2.53038 -3.80900
H 0.96598 -1.11303 -3.15798
C 0.23438 1.17266 2.84533
P 0.73618 -0.03170 1.58056
C -0.75497 -1.02401 1.28760
C -2.01081 -0.57749 1.68661
C -3.14008 -1.33800 1.41411
C -3.02231 -2.53737 0.73053
C -1.77097 -2.98429 0.32223
C -0.64205 -2.23279 0.59996
C 1.83770 -1.17360 2.46210
C 1.34699 -1.95322 3.50976
C 2.19600 -2.79797 4.20374
C 3.53966 -2.87308 3.85389
C 4.03062 -2.10549 2.80992
C 3.17984 -1.25610 2.11324
H -0.29538 0.69477 3.66937
H -0.39024 1.94132 2.38511
H 1.13840 1.65325 3.21843
H -2.12413 0.37394 2.19129
H -4.11404 -0.97806 1.71897
H -3.90665 -3.12163 0.50932
H -1.67622 -3.91859 -0.21662
H 0.33420 -2.58197 0.28152
H 0.29554 -1.90823 3.77106
H 1.81191 -3.40180 5.01586
H 4.20185 -3.53546 4.39666
H 5.07575 -2.16665 2.53524
H 3.54903 -0.65083 1.29365
C 3.73138 3.79159 -3.03728
C 2.60457 2.93752 -2.53407
C 1.26816 3.10539 -3.16620
O 2.82623 2.14340 -1.62802
H 3.92558 3.55301 -4.08520
H 4.62860 3.63391 -2.44557
H 3.43076 4.84062 -3.00221
H 1.34206 3.62182 -4.12079
H 0.64745 3.67919 -2.47067
H 0.76786 2.14242 -3.25837
*
```

Calculated values
relative energy (zero: lowest compared OMol25 entry of this formula, charge and spin): 9.9 kcal/mol
HOMO-LUMO gap: 7.26 eV
highest occupied orbital energy: -0.2469 Ha

Mulliken atomic charge list, values in e, 8 entries: Au 0.285; I 0.033; C -0.357; C -0.348; C -0.249; I 0.057; C 0.867; C -0.825

---

# 3
The following is a DFT calculation (ωB97M-V with the def2-TZVPD basis set) of an isolated ion of composition C11H15N2O and charge +1 at a distorted geometry.

Structure (ORCA input):
```
! RIJCOSX wB97M-V def2-TZVPD def2/J DEFGRID3
* xyz 1 1
C -3.82425 -0.49032 -0.35387
C -2.93043 -1.58157 -0.65067
C -3.25230 0.73039 -0.09109
C -1.54190 -1.27239 -0.63423
C -1.92248 1.02483 -0.12489
C -0.99799 -0.00256 -0.43754
C 1.29876 0.33070 -1.74245
C 0.60766 0.98400 1.77534
C 1.10191 -0.40587 1.84644
C 2.12676 1.63232 -1.38217
C 0.50205 0.22798 -0.41239
N 0.77982 1.40930 0.36496
N 1.11617 -0.90455 0.48917
O 2.15472 1.73074 0.04425
H -4.82977 -0.51702 -0.33525
H -3.23056 -2.52541 -0.89668
H -3.97218 1.48869 0.14524
H -0.92196 -2.12278 -0.93256
H -1.57729 2.04736 0.06435
H 0.71492 0.66709 -2.57221
H 1.95494 -0.44213 -2.00630
H -0.54397 1.07085 1.94977
H 0.96595 1.74780 2.31058
H 2.19373 -0.35357 2.21586
H 0.74053 -1.12873 2.60917
H 3.10956 1.79270 -1.72738
H 1.52346 2.56604 -1.64953
H 2.03719 -1.01283 0.06858
H 0.67499 -1.83433 0.42866
*
```

Calculated values
relative energy (zero: lowest compared OMol25 entry of this formula, charge and spin): 52.7 kcal/mol
HOMO-LUMO gap: 9.84 eV
structure (SMILES): c1ccc([C@@]23CCON2CC[NH2+]3)cc1
highest occupied orbital energy: -0.4702 Ha

Mulliken atomic charge list, values in e, 8 entries: C -0.555; C -1.081; C -0.679; C -0.461; C -0.308; C -0.429; C -0.741; C -0.844

---

Q: What is the formula in the second record?
A: C25H23AuI2NO2P

---

Q: Which formula does entry 3 have?
A: C11H15N2O